Computed, not measured: C3H5NO2 in the gas phase in a non-equilibrium geometry, with the ωB97M-V functional and the def2-TZVPD basis.

```
11
Properties=species:S:1:pos:R:3:lowdin_charge:R:1
O 0.4388 1.7156 -0.8797 -0.01
O 2.0512 -1.5453 0.3172 0.08
N -0.2810 -1.3127 0.3578 0.06
C 1.0379 -0.9046 0.2113 -0.34
C 0.3398 0.6802 0.0587 -0.23
C -0.9164 -0.1259 -0.1549 -0.17
H 0.5069 2.5698 -0.4280 0.10
H -1.1656 -0.1967 -1.2195 0.13
H -0.6681 -2.2379 0.2416 0.14
H -1.7442 0.2803 0.4166 0.11
H 0.4007 1.0771 1.0788 0.14
```

Computed properties:
**Net charge**: 0
**Frontier orbital gap**: 10.1 eV
**Calculated total energy**: -322.50300 Ha
**SMILES**: O=C1NC[C@@H]1O


Computed, not measured: 2 unconnected molecules or ions with the total composition C2H3ClSi in a non-equilibrium geometry, with the ωB97M-V functional and the def2-TZVPD basis.

```
7
Properties=species:S:1:pos:R:3:lowdin_charge:R:1
Cl -1.2074 -2.4714 -1.8861 0.32
Si -0.9432 -1.4700 -0.2336 0.37
C 0.9718 1.0525 -0.3647 -0.23
C 1.6455 2.0077 -0.6227 -0.22
H -2.1559 -0.9131 0.0832 -0.12
H 0.2157 -1.9296 0.5125 -0.09
H 2.1704 2.8289 -1.0360 -0.04
```

Computed properties:
**Net charge**: 0
**Frontier orbital gap**: 7.1 eV
**Calculated total energy**: -827.49999 Ha


Computed, not measured: 7 unconnected molecules or ions with the total composition C23H36NO20 in a non-equilibrium geometry, with the ωB97M-V functional and the def2-TZVPD basis.

```
80
Properties=species:S:1:pos:R:3:lowdin_charge:R:1
O 3.1779 -4.4707 2.1360 0.07
O -4.0317 5.8014 3.9864 0.05
O 8.2832 -5.4721 -0.2125 0.08
O 5.8704 -3.6245 -4.5598 0.07
O -7.2262 2.4425 -3.1481 0.15
O 5.0705 -5.4592 -3.5279 0.16
O 3.9011 0.1790 0.8856 0.07
O 4.2017 -3.4360 -3.0809 0.03
O -6.2136 5.8929 3.4397 0.15
O 6.4083 -6.2605 0.7264 0.04
O 3.6587 0.3451 -1.3459 0.16
O -1.8968 1.9825 1.2981 -0.14
O -0.5457 2.3403 1.0004 -0.02
O 1.7687 -4.1155 0.4336 0.07
O -6.6767 3.3211 -5.1484 0.09
O -5.5653 5.0025 5.4042 0.07
O 6.2823 -4.8033 -0.9990 0.17
O -5.1010 3.0115 -3.5987 0.03
O 0.9749 -4.8485 2.4106 0.16
O 1.8504 0.2954 -0.0032 0.05
N -6.4533 2.4696 0.2325 0.07
C 2.9981 0.3537 1.9798 -0.11
C -4.2946 4.5968 5.9161 -0.12
C 6.9290 -5.4491 -0.2364 -0.54
C 7.4898 -7.0220 1.2686 -0.11
C -4.7236 1.1675 1.1794 -0.07
C 5.3853 -2.2837 -4.6628 -0.12
C 3.1841 0.2816 -0.2593 -0.57
C -4.4098 3.3570 -4.8036 -0.11
C 4.6243 -2.1091 -3.3756 -0.13
C -3.3442 5.5239 5.2088 -0.12
C -5.3540 5.5955 4.2055 -0.58
C 3.9873 -4.2369 0.9783 -0.12
C 5.0513 -4.2882 -3.7046 -0.58
C -6.4147 2.8850 -3.9011 -0.57
C 8.6865 -6.1652 0.9660 -0.12
C -4.1837 2.6239 0.8291 -0.23
C 3.0293 -3.5735 0.0319 -0.10
C 1.6771 -0.0343 1.3768 -0.13
C -5.1869 3.0897 -0.2700 -0.08
C -5.5015 3.9800 -5.6320 -0.10
C -2.7085 2.6918 0.3481 -0.16
C -6.0616 1.0112 0.3115 -0.08
C 1.8865 -4.5117 1.7263 -0.57
H 3.0246 1.3990 2.2973 0.14
H 0.8429 0.5173 1.8041 0.12
H -2.3757 5.0661 5.0152 0.13
H -4.0066 2.4469 -5.2531 0.14
H -3.1920 6.4608 5.7489 0.14
H 7.3499 -7.1867 2.3355 0.14
H -6.4055 2.7275 1.2234 0.17
H -5.1277 1.0954 2.2073 0.12
H -6.8310 0.4669 0.8806 0.14
H -4.2600 4.7037 6.9985 0.14
H -7.3225 2.7058 -0.2463 0.19
H -3.5903 4.0442 -4.6014 0.14
H -5.6021 5.0533 -5.4550 0.14
H 4.8391 -3.6040 1.2219 0.14
H 4.7421 -2.2070 -5.5436 0.13
H 3.0020 -2.4853 0.1557 0.11
H -4.8255 2.5701 -1.1783 0.12
H -5.3703 3.8083 -6.6982 0.14
H 3.7682 -1.4447 -3.4763 0.13
H 8.8905 -5.4355 1.7536 0.13
H -5.8704 0.6425 -0.7120 0.14
H 1.4763 -1.1057 1.4623 0.13
H 7.5281 -7.9889 0.7619 0.14
H 3.2776 -0.2781 2.8210 0.14
H 3.2417 -3.8047 -1.0087 0.12
H -4.0704 0.3321 0.8837 0.13
H -4.2283 3.1462 1.8051 0.15
H -4.1279 3.5477 5.6576 0.13
H 6.2083 -1.5782 -4.7639 0.13
H 4.3516 -5.1896 0.6012 0.11
H -2.3578 3.7373 0.3193 0.14
H 9.5864 -6.7497 0.7838 0.14
H -0.3852 1.9016 0.1481 0.10
H -5.2517 4.1554 -0.5434 0.16
H 5.2554 -1.7509 -2.5593 0.13
H -2.6675 2.2034 -0.6567 0.14
```

Computed properties:
**Net charge**: +1
**Frontier orbital gap**: 9.2 eV
**Calculated total energy**: -2457.27836 Ha


Question: The lowest frontier orbital gap belongs to which entry?
Answer: C2H3ClSi


Question: Look up the frontier orbital gap of the second one.
Answer: 7.1 eV


Question: Which of these has the highest net charge?
Answer: C23H36NO20